DFT (wB97M-V/def2-TZVPD) results for a structure of composition C34H80N4O6Rb2S at a distorted geometry.

E, Ha: -2459.03898
HOMO-LUMO gap, eV: 9.013

Geometry as ORCA input:
```
! RIJCOSX wB97M-V def2-TZVPD def2/J DEFGRID3
* xyz 4 1
Rb 2.64 1.12 1.43
Rb -3.32 -1.74 -0.91
S -0.09 -0.34 0.06
O 1.27 -0.91 0.05
O -1.00 -1.24 0.80
O 0.01 0.96 0.78
O -0.68 -0.26 -1.29
C -2.61 2.74 -2.68
C -1.88 2.18 -3.95
N -0.43 2.62 -3.99
C 0.28 1.88 -2.90
C 0.12 2.09 -5.33
C -0.56 2.57 -6.60
C -0.35 4.13 -3.99
C 1.07 4.68 -4.21
O 1.47 4.59 -5.55
C 2.72 5.17 -5.87
H -2.69 3.83 -2.65
H -2.05 2.40 -1.81
H -3.62 2.34 -2.60
H -2.39 2.70 -4.75
H -1.99 1.10 -3.99
H 1.35 2.16 -2.87
H 0.38 0.84 -3.15
H -0.11 2.25 -1.96
H 0.08 1.00 -5.32
H 1.16 2.40 -5.35
H -0.26 1.92 -7.42
H -0.25 3.59 -6.83
H -1.65 2.56 -6.52
H -0.65 4.48 -3.00
H -1.09 4.40 -4.73
H 1.69 4.06 -3.56
H 1.16 5.73 -3.90
H 2.76 5.56 -6.88
H 3.43 4.34 -5.91
H 3.15 5.95 -5.23
C -2.25 -2.82 5.24
C -0.81 -3.01 5.65
N 0.22 -2.52 4.65
C 0.11 -1.01 4.69
C 1.63 -2.88 5.12
C 2.72 -2.47 4.16
C -0.06 -2.96 3.25
C -0.22 -4.46 3.02
O 0.72 -5.18 3.74
C 0.56 -6.59 3.76
H -2.45 -3.36 4.31
H -2.62 -1.81 5.07
H -2.90 -3.16 6.05
H -0.57 -4.07 5.77
H -0.63 -2.56 6.63
H 0.29 -0.71 5.72
H -0.85 -0.65 4.33
H 0.88 -0.57 4.04
H 1.61 -3.96 5.24
H 1.74 -2.38 6.08
H 3.66 -2.95 4.47
H 3.01 -1.42 4.11
H 2.62 -2.85 3.15
H 0.61 -2.49 2.53
H -0.95 -2.39 2.97
H -0.28 -4.65 1.94
H -1.24 -4.78 3.29
H -0.19 -6.83 4.51
H 1.49 -7.08 4.03
H 0.20 -6.98 2.80
C 0.06 -2.21 -6.44
C 0.10 -2.63 -4.95
C 1.48 -2.48 -4.32
C 1.55 -2.92 -2.88
N 2.95 -2.95 -2.31
C 3.80 -4.02 -2.98
C 4.74 -4.55 -1.95
C 3.85 -4.64 -0.70
C 2.85 -3.49 -0.85
C 3.63 -1.64 -2.37
H 0.60 -2.97 -7.01
H 0.59 -1.27 -6.63
H -0.93 -1.99 -6.83
H -0.30 -3.65 -4.97
H -0.62 -2.11 -4.30
H 1.80 -1.44 -4.41
H 2.24 -3.03 -4.89
H 0.99 -3.84 -2.71
H 1.05 -2.14 -2.30
H 4.24 -3.68 -3.92
H 3.06 -4.77 -3.28
H 5.62 -3.94 -1.75
H 5.12 -5.53 -2.25
H 4.48 -4.49 0.17
H 3.30 -5.57 -0.56
H 3.13 -2.61 -0.27
H 1.84 -3.74 -0.54
H 4.42 -1.68 -1.62
H 2.93 -0.86 -2.02
H 3.96 -1.40 -3.38
C -0.69 3.98 6.31
C -0.46 3.08 5.07
C -0.89 3.59 3.70
C -2.41 3.66 3.63
N -3.09 2.76 2.61
C -4.60 2.82 2.63
C -5.02 3.98 1.75
C -3.76 4.36 0.97
C -2.78 3.22 1.18
C -2.56 1.36 2.78
H 0.04 4.79 6.24
H -0.42 3.42 7.20
H -1.69 4.41 6.31
H -0.93 2.10 5.23
H 0.60 2.77 5.05
H -0.49 3.03 2.85
H -0.36 4.53 3.51
H -2.77 4.66 3.37
H -2.95 3.53 4.57
H -4.97 1.87 2.25
H -4.97 2.92 3.65
H -5.76 3.57 1.05
H -5.49 4.86 2.18
H -3.91 4.49 -0.10
H -3.36 5.30 1.35
H -2.81 2.35 0.52
H -1.73 3.52 1.18
H -2.94 0.99 3.73
H -1.48 1.30 2.72
H -2.99 0.78 1.96
*
```



DFT (wB97M-V/def2-TZVPD) results for a cluster of 7 separate species, C34H82ClN6O10 in total at a distorted geometry.

E, Ha: -2885.21842
HOMO-LUMO gap, eV: 7.390

Geometry as ORCA input:
```
! RIJCOSX wB97M-V def2-TZVPD def2/J DEFGRID3
* xyz -1 1
Cl 9.67 -14.77 -20.33
O 9.07 -15.32 -21.53
O 9.61 -13.33 -20.42
O 8.95 -15.25 -19.17
O 11.02 -15.24 -20.42
C 3.03 -11.46 -22.56
C 3.24 -10.27 -23.47
C 3.04 -8.80 -22.93
O 1.68 -8.48 -22.85
C 1.42 -7.05 -22.58
N 4.63 -10.42 -23.89
H 3.65 -12.31 -22.83
H 1.95 -11.55 -22.59
H 3.28 -11.28 -21.51
H 2.66 -10.48 -24.36
H 3.44 -8.00 -23.55
H 3.50 -8.59 -21.96
H 0.34 -6.91 -22.57
H 1.76 -6.42 -23.40
H 1.78 -6.64 -21.64
H 5.26 -10.35 -23.11
H 4.70 -11.43 -23.98
C 14.30 -21.46 -21.08
C 15.47 -20.78 -21.84
C 16.75 -21.70 -21.68
O 17.80 -21.29 -22.56
C 19.01 -21.93 -22.19
N 15.11 -20.37 -23.18
H 13.56 -20.70 -20.86
H 14.70 -21.72 -20.10
H 13.86 -22.37 -21.50
H 15.76 -19.86 -21.33
H 16.51 -22.75 -21.78
H 17.07 -21.59 -20.64
H 19.81 -21.57 -22.85
H 18.86 -23.01 -22.21
H 19.25 -21.59 -21.18
H 14.54 -19.53 -23.14
H 14.26 -20.92 -23.15
C 10.31 -19.90 -30.44
C 11.10 -19.56 -29.18
C 10.09 -19.57 -27.96
O 9.91 -20.94 -27.49
C 8.69 -21.15 -26.67
N 12.14 -20.54 -28.98
H 9.60 -20.67 -30.13
H 10.91 -20.11 -31.33
H 9.63 -19.08 -30.67
H 11.50 -18.56 -29.35
H 9.10 -19.28 -28.31
H 10.41 -18.86 -27.20
H 8.60 -20.38 -25.90
H 8.66 -22.22 -26.47
H 7.74 -20.97 -27.17
H 11.61 -21.36 -28.72
H 12.45 -20.89 -29.88
C 18.71 -13.51 -23.93
C 17.67 -14.54 -24.44
C 16.76 -13.85 -25.40
O 15.57 -14.57 -25.73
C 14.49 -13.68 -26.02
N 18.43 -15.63 -24.91
H 19.45 -14.14 -23.45
H 18.34 -12.74 -23.25
H 19.19 -12.91 -24.71
H 17.09 -14.85 -23.57
H 17.36 -13.60 -26.28
H 16.49 -12.83 -25.12
H 13.53 -14.19 -25.98
H 14.57 -13.29 -27.04
H 14.46 -12.92 -25.24
H 19.12 -15.74 -24.18
H 19.04 -15.22 -25.61
C 15.11 -13.42 -13.70
C 16.43 -14.13 -13.83
C 17.39 -13.81 -12.64
C 17.10 -14.32 -11.22
C 16.91 -15.82 -11.22
C 16.01 -16.36 -12.36
N 16.36 -15.64 -13.68
O 16.13 -16.32 -14.91
C 16.27 -17.84 -12.52
C 14.53 -16.20 -12.02
C 17.10 -13.71 -15.15
H 14.64 -13.56 -12.73
H 14.50 -13.72 -14.55
H 15.28 -12.34 -13.76
H 18.40 -14.08 -12.92
H 17.54 -12.74 -12.51
H 16.20 -13.86 -10.80
H 17.89 -13.99 -10.55
H 16.57 -16.17 -10.24
H 17.87 -16.31 -11.34
H 17.33 -17.81 -12.78
H 16.29 -18.40 -11.59
H 15.59 -18.27 -13.25
H 14.23 -16.97 -11.30
H 14.27 -15.25 -11.56
H 13.80 -16.19 -12.83
H 17.26 -12.64 -15.21
H 16.47 -13.96 -16.00
H 18.08 -14.18 -15.25
H 15.19 -16.17 -15.03
C -0.21 -19.95 -19.24
C 0.76 -21.04 -18.80
C 1.09 -20.77 -17.25
C -0.14 -21.27 -16.39
C -0.27 -22.74 -16.61
C -0.65 -23.08 -18.06
N 0.30 -22.46 -18.96
O 0.07 -22.83 -20.24
C -0.48 -24.61 -18.09
C -2.11 -22.74 -18.44
C 2.13 -20.84 -19.47
H -1.19 -20.07 -18.78
H -0.39 -19.96 -20.31
H 0.16 -18.96 -18.97
H 1.97 -21.35 -16.94
H 1.42 -19.76 -17.00
H -1.00 -20.77 -16.82
H 0.13 -20.96 -15.38
H -1.07 -23.17 -15.99
H 0.61 -23.33 -16.35
H 0.57 -24.88 -18.13
H -0.85 -25.08 -17.17
H -0.83 -25.01 -19.04
H -2.35 -21.71 -18.68
H -2.36 -23.32 -19.33
H -2.72 -23.16 -17.64
H 2.55 -19.85 -19.27
H 2.07 -20.84 -20.56
H 2.91 -21.57 -19.27
H 0.86 -23.35 -20.42
*
```